Here is a 2-piece molecular cluster, C3H7N5 overall at a distorted geometry from the Open Molecules 2025 dataset. Energies are from ωB97M-V/def2-TZVPD.

Structure (XYZ):
```
15
Properties=species:S:1:pos:R:3:forces:R:3:lowdin_charge:R:1
C -0.063110 -0.415437 -0.665278 -1.8906 2.3673 2.1042 -0.1715
C -0.210828 1.020186 -1.357149 2.2516 -0.2568 0.9803 -0.1312
C 0.859413 0.017533 0.630253 2.4494 -3.2427 -1.0551 -0.4290
H -0.000016 -2.333115 1.065572 -4.8551 0.8941 -1.9712 0.2507
H -2.467923 -2.284325 0.517694 5.3057 0.3240 -0.0280 0.1913
H 0.620788 1.376332 -2.084254 -1.1713 -1.0009 1.3505 0.1223
H -1.122378 0.941850 -1.914549 -0.7626 0.7425 0.0584 0.0742
H -1.115526 1.968927 0.420383 3.4991 -0.2100 -1.5030 0.1683
H 1.735916 1.858905 0.658594 1.0215 0.1032 0.3506 0.1279
H 1.593545 -1.633775 1.178275 1.3960 2.2528 0.2114 0.0300
N -1.246582 -2.163667 0.280106 -0.9175 0.3922 0.2343 -0.1084
N -1.202061 -1.104712 -0.620064 3.0802 -0.7448 1.8262 -0.0970
N -0.095814 1.984123 -0.115330 -3.3326 -1.2509 -0.6412 -0.0638
N 0.901058 1.332609 0.689374 -3.1222 2.9955 -0.9579 -0.0429
N 1.813517 -0.565432 1.316375 -2.9516 -3.3655 -0.9595 0.0792
```
Forces are in eV/Å.

Output
* molecular weight: 113.12 u
* gap between HOMO and LUMO: 0.3104 hartree

=====

Here is C6H12O as an isolated structure at a distorted geometry from the Open Molecules 2025 dataset. Energies are from ωB97M-V/def2-TZVPD.

Structure (XYZ):
```
19
Properties=species:S:1:pos:R:3:forces:R:3:lowdin_charge:R:1
C 2.862564 -0.476885 0.227810 2.9681 -0.4373 0.3158 -0.0199
C 1.593008 -0.594927 0.423552 -2.3509 -1.1535 0.7463 -0.3397
O 1.139787 -0.158321 1.629023 0.0948 0.3499 -0.0500 -0.0054
C -0.656997 1.158352 -0.054814 -0.2763 1.0851 -0.7675 -0.2796
C -0.181522 1.137511 -1.465126 2.6389 -0.3608 -0.0068 -0.1184
C -1.636163 0.403545 0.398228 -0.7234 -0.2799 0.6274 -0.2152
C -1.973657 -1.027057 0.086904 -0.0116 0.0925 -0.0291 -0.0947
H 1.213984 1.115874 -1.429129 -4.6229 0.6369 -0.8299 0.1771
H 3.391602 -1.350734 -0.150503 0.1483 0.8460 -1.1408 0.0652
H 3.370093 0.164025 0.954995 0.1362 -0.4249 -0.1890 0.0722
H 0.901022 -1.151421 -0.249016 0.4684 0.2477 0.8688 0.1209
H 0.191062 -0.146861 1.648467 -0.8429 0.2587 -0.1406 0.0456
H -0.393369 2.060304 0.507775 -0.2859 -0.1093 -0.2535 0.1140
H -0.565149 0.232765 -1.987639 0.6664 0.4337 0.2816 0.0555
H -0.853887 1.984534 -1.874756 2.1447 -0.7591 -0.0262 0.1011
H -2.242316 0.885533 1.154032 0.0917 -0.4663 0.7487 0.1033
H -1.358310 -1.495633 -0.688580 -0.0904 0.2503 0.0755 0.0653
H -3.024694 -1.184848 -0.160295 0.0146 0.0362 0.0019 0.0726
H -1.777065 -1.555747 1.029069 -0.1677 -0.2459 -0.2329 0.0801
```
Forces are in eV/Å.

Output
* molecular weight: 100.16 u
* gap between HOMO and LUMO: 0.3475 hartree

=====

Here is C6H13AlB3BeCl4F5I2Li2MgNO12PS as an isolated structure at a distorted geometry from the Open Molecules 2025 dataset. Energies are from ωB97M-V/def2-TZVPD.

Structure (XYZ):
```
53
Properties=species:S:1:pos:R:3:forces:R:3:lowdin_charge:R:1
C 2.685884 -1.106587 -0.901295 -0.2249 -0.0709 -0.5402 -0.1357
C 2.295842 -0.485631 -2.244568 -0.3172 -0.2863 0.0263 -0.7929
I 3.596755 -0.788069 -3.889290 -0.1473 -0.0636 0.7479 0.8723
C 1.154309 0.204732 -2.359819 0.1509 0.2144 -0.4600 -0.6350
I 0.570304 1.045089 -4.224331 -0.2018 0.0041 0.7338 0.8873
B 0.172165 0.429834 -1.161844 0.3986 -0.6652 -1.7217 -0.6284
O -0.365631 -0.685680 -0.527128 -0.2573 1.5833 0.7494 0.3017
B -1.168784 -0.361559 0.557976 -0.4847 -1.2449 -0.1346 -0.5276
C -2.386209 -1.297937 0.911478 0.8275 0.3764 1.1339 -0.0835
C -3.794594 -0.695781 0.658085 0.9863 -1.4464 -1.1542 -0.2589
O -4.342871 0.075766 1.874676 0.3496 0.9988 -0.9011 -0.3237
C -3.917117 0.127862 -0.607697 -1.6432 0.8705 0.5445 -0.2068
N -5.348609 0.535437 -0.707104 0.8783 0.1642 -0.5434 0.0444
O -0.845899 0.765354 1.330056 0.0424 0.1542 -0.4992 0.2466
B -0.233953 1.764315 0.615237 -0.4435 0.3513 0.0679 -0.7379
P 0.612196 3.264231 1.509858 0.8311 0.3610 -0.1730 0.3770
S 2.567645 2.892376 1.751843 0.5297 -0.1595 0.2787 0.0589
O -0.185162 1.733368 -0.752980 0.6281 -0.6729 0.8643 0.2409
H 1.838000 -1.663609 -0.474362 0.1008 0.1986 -0.2476 0.0795
H 2.939574 -0.304137 -0.207293 0.2292 -0.2355 -0.1626 0.0601
H 3.506434 -1.821560 -1.008280 0.0674 0.4324 0.0862 0.0657
H -2.246705 -2.266627 0.416081 -0.4961 0.3631 -0.2885 0.1374
H -2.304755 -1.508362 2.050800 0.2948 -0.0821 -2.7785 -0.0174
H -4.472052 -1.549025 0.536907 -0.2886 0.5419 0.4296 0.1694
H -3.704888 0.759737 2.155705 -0.0118 0.0489 -0.4496 -0.0308
H -3.755875 -0.483625 -1.500645 0.3142 -0.1630 0.1478 0.1125
H -3.309238 1.054382 -0.607649 0.5277 -0.5775 0.0312 0.1174
H -5.447873 1.293226 -0.029384 -0.4190 0.2113 -0.0687 -0.0745
H -5.444734 1.004374 -1.610257 -0.3861 -0.4069 -0.0835 0.1004
H 0.065470 3.512729 2.782401 -0.3576 -0.1224 -0.3685 -0.0365
H 0.493195 4.481122 0.764732 -0.3226 -0.8515 0.1354 -0.1952
O 5.771273 -2.305964 1.357214 -0.6056 -1.1455 0.5178 -0.3100
Cl 5.255005 -1.252496 2.169121 1.6256 1.8485 -3.1905 0.6873
O 4.704599 -1.927103 3.422531 -1.7106 -2.7361 1.7038 -0.4935
O 4.193247 -0.572014 1.503126 -0.3178 -0.5829 1.0197 -0.3147
O 6.255934 -0.346721 2.566252 -0.2746 -0.4014 0.8921 -0.2103
Be -5.412625 2.248651 1.592729 -2.7560 1.4985 1.5181 0.7879
F -7.014583 3.722136 2.315726 2.8540 -2.4009 -1.2855 -0.6100
Li -3.257435 3.818511 0.940117 0.5164 0.7771 0.0725 0.6534
O -6.794849 -1.317513 -4.100382 0.0454 0.0882 0.0920 -0.3559
Cl -5.552402 -2.002273 -3.861451 -0.3143 -0.3140 -0.2216 0.6371
O -4.990206 -2.452913 -5.103580 0.0785 0.0448 0.0663 -0.3448
O -5.771017 -3.126645 -2.983064 0.0803 0.0597 0.1047 -0.3677
O -4.620962 -1.082630 -3.220282 0.2871 0.3222 0.2066 -0.4201
Mg 4.019803 -3.958642 3.309490 1.5873 2.9763 -0.6870 1.5544
Cl -0.663324 5.935028 1.392967 -1.0755 0.5070 0.1567 -0.3587
Cl -3.329647 -0.824575 3.399419 -0.8756 -0.1027 3.8008 0.5414
F 7.627275 -0.940890 -0.122825 0.3615 -0.2773 -0.0817 -0.2075
Al 9.002267 -1.913307 -0.474755 0.2325 0.0792 -0.1763 -0.1151
F 9.896188 -2.173512 0.966095 -0.4220 0.0367 -0.3836 -0.2155
F 9.978389 -1.114219 -1.627597 -0.3737 -0.2780 0.4110 -0.2063
F 8.478940 -3.425622 -1.099479 0.0309 0.4588 0.3222 -0.2195
Li 3.001308 5.086965 2.556720 -0.1288 -0.2840 -0.2600 0.7012
```
Forces are in eV/Å.

Output
* molecular weight: 951.43 u
* gap between HOMO and LUMO: 0.0430 hartree

=====

Here is a 14-piece molecular cluster, C4H37N2O13 overall at a distorted geometry from the Open Molecules 2025 dataset. Energies are from ωB97M-V/def2-TZVPD.

Structure (XYZ):
```
56
Properties=species:S:1:pos:R:3:forces:R:3:lowdin_charge:R:1
C 4.154416 0.379238 0.477115 -0.7025 -0.6024 1.0079 -0.0642
C 3.097997 0.517502 1.623494 0.4923 -0.8515 -0.7376 -0.1588
C 1.696864 0.069596 1.208224 1.1765 0.0726 0.4761 -0.3234
C 1.514989 -1.188911 0.729752 -0.7013 0.9431 -0.0389 -0.0612
N 0.186986 -1.672233 0.282263 0.4433 -0.7922 0.5802 0.1606
N 0.749690 1.020991 1.385433 -0.5905 -0.9068 0.4570 0.1436
H 4.307992 1.286480 -0.093176 0.1028 -0.0498 -0.2364 0.0635
H 3.821374 -0.461692 -0.132844 0.0429 0.3327 -0.4859 0.0500
H 5.069166 -0.006007 0.921846 0.3413 0.5447 -0.1330 0.0753
H 2.985481 1.503127 2.039806 0.3559 0.2493 -0.0404 0.0783
H 3.518983 -0.118206 2.403115 -0.6295 -0.1400 0.2334 0.1165
H 2.316559 -1.873691 0.527499 0.0293 -0.0386 0.1364 0.1116
H 0.140476 -2.690772 0.414429 0.0620 0.0840 -0.1044 0.1018
H -0.598669 -1.316200 0.840953 0.1301 0.2190 -0.1163 0.0946
H -0.002899 -1.522277 -0.713466 -0.0295 0.0124 0.0447 0.1106
H -0.186893 0.677448 1.488118 -0.2769 0.4689 -0.1206 0.0431
H 0.917928 1.918397 1.798236 0.6260 -0.0448 0.1483 0.1017
H -2.423598 1.177727 1.998601 0.3225 0.4509 -0.1063 -0.0123
H -2.104515 2.589054 1.435754 -0.3817 -0.5582 0.2912 -0.0138
O -2.264871 2.095869 2.257617 0.0156 0.2287 0.0422 -0.0650
H -4.355537 -0.899662 0.169354 -0.6285 -0.4056 -0.0660 0.0421
H -4.384824 -2.471787 0.286418 -0.5502 0.1345 -0.2298 0.0533
O -3.868583 -1.682085 0.440911 0.9253 0.1847 0.4310 -0.0333
H 2.388831 0.543960 -1.738611 0.2799 0.0900 0.0851 0.0243
H 1.086877 0.543847 -2.445889 0.1370 0.1307 -0.4333 0.0199
O 1.750911 1.165951 -2.108943 -0.5808 -0.7150 0.1523 -0.0386
H -1.596324 -3.872116 -0.629725 0.0657 0.0745 -0.0505 0.0594
H -0.632769 -5.035562 -0.635453 0.2278 -0.2784 0.0536 0.0712
O -0.669469 -4.091359 -0.472365 -0.4960 -0.0864 -0.1595 -0.0315
H 2.922729 -2.559524 -2.491729 0.0026 -0.0164 -0.2644 0.0513
H 1.863371 -1.918854 -3.436500 0.1944 -0.1438 -0.1247 0.0476
O 2.145347 -1.995134 -2.521521 -0.2618 0.2353 0.4688 -0.0439
H -2.666013 -0.650069 2.657464 -0.3613 -0.2741 -0.8889 0.0726
H -1.353910 -0.609287 3.207364 0.8319 0.1388 -0.4020 0.0945
O -1.756752 -0.606255 2.322777 -0.5148 -0.2204 1.3618 -0.0690
H -2.048078 -3.498953 2.079712 0.0252 -0.0704 -0.2347 0.0176
H -1.713754 -3.218725 3.502287 0.2517 -0.1330 0.1680 0.0413
O -1.304544 -3.533198 2.688293 -0.2032 0.0682 0.0584 -0.0488
H 3.490909 3.163778 0.557604 0.0275 0.0861 0.1185 0.0419
H 2.119019 3.629515 0.131731 -0.0401 -0.0303 0.0121 0.0362
O 2.606984 3.316520 0.907873 -0.1535 0.3755 -0.4221 -0.0520
H 0.324687 2.940999 -2.306200 0.4826 -0.2822 0.0425 0.0081
H 0.126477 4.414031 -2.324423 0.2911 0.2568 0.0593 0.0462
O 0.782341 3.752945 -2.066786 -0.6909 0.3148 0.0694 -0.0529
H -1.163212 1.388801 -0.731691 -0.2194 0.0306 0.5069 0.0360
H -0.000340 0.473537 -0.830617 -0.0469 0.0987 0.2706 0.0298
O -0.915307 0.477537 -0.500860 -0.2384 0.7285 -1.1709 -0.0826
H -1.283056 -1.642391 -3.514425 -0.0332 0.0713 -0.1148 0.0551
H -1.955824 -0.561933 -2.642966 0.2491 -0.7399 -0.1633 -0.0098
O -1.093660 -0.860414 -2.987010 0.2504 -0.1005 0.0567 -0.0580
H -1.544258 3.827656 0.109972 -0.1502 0.3954 -0.3093 0.0743
H -3.001270 3.580202 -0.440174 0.0342 0.2742 0.0997 0.0835
O -2.131222 3.191418 -0.313178 0.3432 -0.3871 -0.2216 -0.0361
H -3.091371 -0.040311 -0.901485 0.3766 0.0034 -0.2644 0.0110
H -2.620617 0.739963 -2.117849 -0.2455 0.6577 0.2460 0.0267
O -3.355259 0.211525 -1.796104 -0.4098 -0.0883 -0.0386 -0.0399
```
Forces are in eV/Å.

Output
* total charge: +1
* molecular weight: 321.34 u
* gap between HOMO and LUMO: 0.3058 hartree

=====

Number 1: highest occupied orbital energy -8.8306 eV. Number 2: highest occupied orbital energy -8.5668 eV. Number 3: highest occupied orbital energy -8.5245 eV. Number 4: highest occupied orbital energy -11.0820 eV.